9
Properties=species:S:1:pos:R:3:forces:R:3 method="wB97M-V/def2-TZVPD" e_lumo_ev="0.1 / -0.2" e_homo_ev="-8.91 / -8.62" largest_force_ha_per_bohr=0.0856 relative_energy_kj_mol=671.82 e_tot_ev=-6148.9379 gap_ev="9.001 / 8.467"
H 0.7411 -0.9721 -0.9907 -0.602 -0.432 -0.911
H -1.5866 -0.4619 1.5495 1.050 0.363 -0.915
N 0.4720 0.0664 0.8856 2.019 -0.349 1.498
C -0.9133 -0.0326 0.7500 -0.275 -0.940 1.112
C -1.2390 0.4700 -0.3923 3.452 0.336 1.029
N 0.8636 1.0104 -0.2150 -3.348 1.176 -0.475
H -1.8593 0.8146 -1.0720 -3.029 1.542 -2.797
C 1.2216 -0.3001 -0.3318 1.753 -2.286 1.220
H 2.2999 -0.5947 -0.1833 -1.021 0.591 0.239